Entry 1:
19
Properties=species:S:1:pos:R:3 method="wB97M-V/def2-TZVPD" total_charge=+1 smiles=CC[C@@H]([NH3+])CN de_lowest_kcal_mol=64.1 spin_multiplicity=1 largest_force_ev_per_a=6.368 total_energy_ha=-269.398617
C 0.6300 0.8380 2.3371
C -0.0174 -0.1608 1.2464
C -0.2995 0.3381 -0.0704
N 1.0563 0.8256 -0.8487
C -1.2211 -0.3968 -0.9886
N -0.3755 -1.5415 -1.5784
H 0.4556 1.8650 2.0104
H 1.6888 0.5909 2.7230
H 0.0021 0.9325 3.2161
H 0.5558 -1.1171 1.2277
H -0.8486 -0.1737 1.7962
H -0.7854 1.3296 0.1905
H 0.8953 0.8711 -1.8145
H 1.5768 1.5305 -0.4145
H 1.6599 -0.0714 -0.7385
H -2.2677 -0.5194 -0.8007
H -1.3749 0.2497 -1.9761
H -0.2764 -2.3774 -1.0313
H -0.5994 -1.8096 -2.5455


Entry 2:
19
Properties=species:S:1:pos:R:3 method="wB97M-V/def2-TZVPD" total_charge=+1 de_lowest_kcal_mol=170.4 spin_multiplicity=1 largest_force_ev_per_a=3.787 total_energy_ha=-269.229069
C -0.5610 0.0984 1.9134
C -0.1394 -0.9760 0.9505
C 0.8515 -0.4215 -0.0794
C 0.2566 -0.2833 -1.4234
N 1.1674 -0.0876 -2.5556
N -0.5020 1.4854 1.3091
H 0.2505 0.1479 2.6594
H -1.5032 -0.0424 2.4388
H 0.2609 -1.8593 1.4182
H -1.0012 -1.2231 0.2837
H 1.7619 -1.0199 0.0492
H 1.2620 0.5679 0.1738
H -0.3780 -1.0691 -1.8303
H -1.6202 0.1525 -0.3002
H -0.3487 0.6555 -1.5176
H 0.7271 -0.1990 -3.4599
H -1.1647 1.2979 0.4806
H -1.0288 2.0073 2.0149
H 1.7091 0.7685 -2.5252


Entry 3:
19
Properties=species:S:1:pos:R:3 method="wB97M-V/def2-TZVPD" s_squared=0.7566 total_charge=+2 de_lowest_kcal_mol=76.0 spin_multiplicity=2 largest_force_ev_per_a=5.865 total_energy_ha=-268.885280
C 0.7971 1.6904 1.2414
C 0.1565 0.4259 0.7944
C 1.0866 -0.2864 -0.2729
C 0.2299 -1.1025 -1.3377
N -0.9496 -1.6670 -0.6035
N -1.2775 0.5702 0.3130
H 0.2243 2.2358 2.0225
H 0.6601 2.3191 0.3154
H 1.8973 1.6979 1.3836
H 0.0392 -0.1878 1.6452
H 1.6287 -1.1385 0.1953
H 1.9050 0.2644 -0.6956
H -0.2404 -0.3348 -2.0195
H 0.7280 -1.7476 -2.0122
H -1.6199 -2.1142 -1.2466
H -1.5507 -0.5606 -0.2185
H -0.5238 -2.3658 -0.0304
H -1.1848 1.3502 -0.4166
H -2.0061 0.9514 0.9426


Entry 4:
20
Properties=species:S:1:pos:R:3 method="wB97M-V/def2-TZVPD" s_squared=0.7505 de_lowest_kcal_mol=85.4 spin_multiplicity=2 largest_force_ev_per_a=3.569 total_energy_ha=-344.744929
C 0.7337 -0.9008 -0.0057
C -0.3478 -0.8291 1.0509
C -1.1573 0.4572 1.1816
C -1.4524 0.9580 2.4001
N -2.0173 0.9487 0.1236
N 0.7570 0.3440 -1.0238
H 1.7583 -1.1259 0.4820
H 0.5682 -1.7392 -0.5884
H -1.2354 -1.4204 0.7617
H -0.1819 -1.1680 2.0594
H -2.4887 1.3630 2.4920
H -0.7686 0.6623 3.1311
H -2.6501 1.7088 0.2788
H -2.6339 0.3163 -0.2366
H 1.4606 0.2115 -1.7782
H -0.2613 0.6250 -1.1809
H 0.8872 1.2857 -0.6762
H 3.5180 -0.2874 -2.2716
H 2.8464 -0.7771 -3.5843
O 2.6652 -0.6326 -2.6154


Entry 5:
20
Properties=species:S:1:pos:R:3 method="wB97M-V/def2-TZVPD" total_charge=+1 de_lowest_kcal_mol=115.3 spin_multiplicity=1 largest_force_ev_per_a=3.810 total_energy_ha=-344.583097
C 2.0909 -1.3866 0.9933
C 2.2220 -0.2223 -0.0128
C 0.8803 0.4244 -0.1716
C 0.1370 0.1713 -1.3495
N -1.0620 0.7403 -1.5898
N 0.3248 1.1249 0.7651
H 3.0558 -1.8461 1.2052
H 1.3979 -2.1511 0.6290
H 1.6604 -1.0175 1.9226
H 2.9463 0.4895 0.4052
H 2.6306 -0.5982 -0.9538
H 0.4963 -0.3866 -2.2011
H -1.2537 1.4935 -0.9268
H -1.8407 0.0728 -1.5078
H -7.2449 -3.6527 0.8900
H -7.9865 -3.6075 0.8705
H 0.9766 1.7279 1.2735
H -1.3639 0.6074 0.8646
H -2.7978 0.2566 1.4611
O -2.2159 0.1662 0.6888


Entry 6:
20
Properties=species:S:1:pos:R:3 method="wB97M-V/def2-TZVPD" total_charge=+1 de_lowest_kcal_mol=43.3 spin_multiplicity=1 largest_force_ev_per_a=1.702 total_energy_ha=-344.697809
C -1.5058 0.4001 -0.3883
C -0.4086 1.3674 0.1815
C 0.9974 0.9176 -0.0817
C 1.5098 0.0521 0.8054
N 1.5446 1.1130 -1.3553
N -0.9048 -0.7436 -1.1757
H -1.9632 -0.1032 0.4574
H -2.1731 0.9530 -1.0380
H -0.6719 2.3779 -0.1397
H -0.5450 1.4249 1.2562
H 2.5604 -0.2222 0.8691
H 1.0384 -0.3664 1.6856
H 2.4343 0.6412 -1.4431
H 1.5902 2.0853 -1.6440
H -0.2355 -0.3605 -1.8583
H -0.4394 -1.3760 -0.5291
H -1.6492 -1.3432 -1.5441
H -0.2765 -2.6782 2.6274
H -1.5085 -2.7165 1.7732
O -0.7088 -2.1986 1.8848


Repeat the third record exactly.
19
Properties=species:S:1:pos:R:3 method="wB97M-V/def2-TZVPD" s_squared=0.7566 total_charge=+2 de_lowest_kcal_mol=76.0 spin_multiplicity=2 largest_force_ev_per_a=5.865 total_energy_ha=-268.885280
C 0.7971 1.6904 1.2414
C 0.1565 0.4259 0.7944
C 1.0866 -0.2864 -0.2729
C 0.2299 -1.1025 -1.3377
N -0.9496 -1.6670 -0.6035
N -1.2775 0.5702 0.3130
H 0.2243 2.2358 2.0225
H 0.6601 2.3191 0.3154
H 1.8973 1.6979 1.3836
H 0.0392 -0.1878 1.6452
H 1.6287 -1.1385 0.1953
H 1.9050 0.2644 -0.6956
H -0.2404 -0.3348 -2.0195
H 0.7280 -1.7476 -2.0122
H -1.6199 -2.1142 -1.2466
H -1.5507 -0.5606 -0.2185
H -0.5238 -2.3658 -0.0304
H -1.1848 1.3502 -0.4166
H -2.0061 0.9514 0.9426